Molecular formula: C33H70F6N8O17S6
Method: DFT, ωB97M-V/def2-TZVPD

```
140
Properties=species:S:1:pos:R:3:lowdin_spin:R:1
C 1.2537 1.7229 1.1511 0.00
C 1.2667 0.3802 0.5646 0.00
O 2.3489 -0.2269 0.4382 0.00
N -0.0122 -0.2534 0.0474 0.00
H -0.7189 -0.0010 0.7233 0.00
H -0.3020 -0.0386 -0.8960 0.00
C -0.0226 -1.7479 0.2145 0.00
H 0.2236 1.7728 1.5041 0.00
H 1.4174 2.6035 0.5300 0.00
H 1.9831 1.8521 1.9506 0.00
H 0.5708 -2.0882 -0.6341 0.00
H -1.0908 -1.9641 0.2366 0.00
H 0.4200 -2.0187 1.1731 0.00
C -2.7797 -6.8262 3.4940 0.00
C -2.6423 -5.2811 3.2819 0.00
O -2.6925 -4.4485 4.2088 0.00
N -2.5646 -4.7413 1.8802 0.00
H -1.6193 -4.8609 1.5452 0.00
H -3.0970 -5.3968 1.3263 0.00
C -2.9417 -3.2841 1.8301 0.00
H -3.1754 -6.9344 4.5039 0.00
H -1.7791 -7.1969 3.2716 0.00
H -3.4502 -7.2998 2.7769 0.00
H -2.9770 -2.9340 0.7984 0.00
H -2.3229 -2.6217 2.4354 0.00
H -3.9363 -3.1789 2.2634 0.00
C 4.5017 -1.7135 -1.5888 0.00
C 5.3156 -2.4611 -0.4724 0.00
C 6.6828 -1.6853 -0.2164 0.00
C 7.2259 -1.9465 1.2090 0.00
C 6.1627 -1.5894 2.2892 0.00
C 4.8560 -2.4394 2.1655 0.00
N 4.3570 -2.5148 0.7440 0.00
O 3.0604 -2.9746 0.5348 0.00
C 3.7892 -1.7341 3.0911 0.00
C 5.1714 -3.8628 2.6541 0.00
C 5.6371 -3.9314 -0.9442 0.00
H 5.1557 -1.7261 -2.4607 0.00
H 4.1741 -0.6882 -1.4166 0.00
H 3.6790 -2.3464 -1.9215 0.00
H 6.7023 -0.6052 -0.3619 0.00
H 7.4092 -2.0969 -0.9171 0.00
H 8.1607 -1.4144 1.3858 0.00
H 7.4943 -3.0000 1.2871 0.00
H 5.9505 -0.5429 2.0701 0.00
H 6.6552 -1.6824 3.2571 0.00
H 3.8984 -1.7979 4.1737 0.00
H 2.8150 -2.2112 2.9847 0.00
H 3.7550 -0.6446 3.0865 0.00
H 5.5754 -3.9107 3.6654 0.00
H 5.8472 -4.4880 2.0705 0.00
H 4.2258 -4.3221 2.9420 0.00
H 6.3891 -3.9494 -1.7330 0.00
H 4.7355 -4.4755 -1.2259 0.00
H 6.0235 -4.6501 -0.2215 0.00
C -3.7026 6.3955 -0.4188 0.00
C -2.7503 5.9511 0.6800 -0.01
C -1.4215 5.6477 0.0552 0.00
C -0.2811 5.4269 1.0890 0.00
C -0.1399 6.8456 1.8379 0.00
C -1.3731 7.3440 2.5811 -0.01
N -2.5714 7.2120 1.6111 -0.11
O -3.6966 7.9779 1.9484 0.15
C -1.0618 8.8637 2.7879 0.00
C -1.6587 6.5290 3.8652 -0.01
C -3.4509 4.8311 1.4885 -0.01
H -4.6603 6.7319 -0.0217 0.00
H -4.0592 5.6172 -1.0934 0.00
H -3.2814 7.1541 -1.0786 0.00
H -1.1015 6.4269 -0.6366 0.00
H -1.4312 4.7168 -0.5119 0.00
H 0.6800 5.1545 0.6530 0.00
H -0.5894 4.6718 1.8120 0.00
H 0.2467 7.5613 1.1124 0.00
H 0.7518 6.6893 2.4449 0.00
H -1.1514 9.4446 1.8700 0.00
H -0.0711 9.0590 3.1984 0.00
H -1.6386 9.3228 3.5908 0.00
H -2.5868 6.7393 4.3967 0.00
H -0.9208 6.8075 4.6175 0.00
H -1.5413 5.4564 3.7110 0.00
H -4.4281 5.1051 1.8860 0.00
H -2.8242 4.4350 2.2876 0.00
H -3.7625 4.0726 0.7704 0.00
C -4.3795 -1.8250 -1.9798 0.00
C -3.6395 -2.2430 -3.2274 0.00
C -2.3313 -2.9032 -2.7588 0.00
C -1.5044 -3.6801 -3.8023 0.00
C -2.3705 -4.7661 -4.4077 0.00
C -3.7570 -4.3637 -4.9887 0.00
N -4.4167 -3.3105 -4.0291 0.00
O -5.7694 -3.3178 -3.7396 0.00
C -4.6103 -5.5830 -5.2104 0.00
C -3.3878 -3.6567 -6.2828 0.00
C -3.2826 -1.0041 -4.0548 0.00
H -3.7627 -1.1920 -1.3419 0.00
H -4.7135 -2.6369 -1.3338 0.00
H -5.2950 -1.2520 -2.1269 0.00
H -2.4315 -3.6578 -1.9787 0.00
H -1.6716 -2.1003 -2.4299 0.00
H -0.6781 -4.1288 -3.2510 0.00
H -1.1003 -2.9730 -4.5268 0.00
H -2.4957 -5.5608 -3.6723 0.00
H -1.8601 -5.2347 -5.2491 0.00
H -5.5998 -5.2612 -5.5350 0.00
H -4.8407 -6.1433 -4.3043 0.00
H -4.2416 -6.2633 -5.9782 0.00
H -2.5306 -2.9846 -6.3232 0.00
H -4.3071 -3.1936 -6.6412 0.00
H -3.0742 -4.4247 -6.9899 0.00
H -2.4378 -1.0746 -4.7400 0.00
H -3.0336 -0.1848 -3.3804 0.00
H -4.1119 -0.6690 -4.6776 0.00
N -2.2454 0.2573 1.6930 0.00
S -2.2229 0.7440 3.0812 0.00
O -2.9789 0.0001 4.0632 0.00
O -2.0410 2.1479 3.3092 0.00
F -0.7086 0.2699 3.4248 0.00
S -3.8676 0.6059 1.5043 0.00
O -4.3062 1.9464 1.9809 0.00
O -4.7447 -0.4989 1.8131 0.00
F -3.8731 0.8090 -0.1324 0.00
N -0.2395 0.5370 -2.6563 0.00
S -0.4506 1.9044 -3.2358 0.00
O -0.9752 2.0443 -4.6197 0.00
O 0.3560 2.9352 -2.7053 0.00
F -1.8361 2.1902 -2.4030 0.00
S 0.9078 0.0582 -3.8461 0.00
O 1.8215 0.9663 -4.5267 0.00
O 0.4674 -1.2090 -4.4800 0.00
F 1.9393 -0.6594 -2.8111 0.00
N 5.9614 3.8119 2.5253 0.53
S 4.7567 2.9500 2.5961 -0.01
O 4.8414 1.5259 2.7897 0.15
O 3.6547 3.4891 1.8767 0.25
F 4.2645 3.3877 4.0729 -0.01
S 6.4549 3.3462 0.9276 -0.01
O 5.6676 3.8250 -0.1589 0.05
O 7.0401 2.0493 0.7974 0.05
F 7.7032 4.3811 0.7971 -0.01
```

Output
**LUMO (alpha / beta)**: -10.1 / -11.3 eV
**Energy**: -6003.1561 Ha
**Net charge**: +3
**<S²>**: 0.7846
**Strongest force on any atom**: 0.234 hartree/bohr
**Gap between HOMO and LUMO (alpha / beta)**: 5.7 / 4.5 eV
**Spin multiplicity**: 2
**HOMO energy (alpha / beta)**: -15.79 / -15.79 eV